Entry 1:
ORCA calculation (wB97M-V/def2-TZVPD) on a 2-piece molecular cluster, C2H8NS overall.

Results
Lowest unoccupied orbital energy = 4.08 eV
Charge = -1
HOMO = -2.49 eV
Energy = -14529.7556 eV
Largest force on an atom = 2.2 eV Å⁻¹
Energy relative to the best compared isomer or geometry (same formula, charge and spin) = 32.6 kJ/mol

Last column: Mulliken charge in e.
Element x y z (Å)
S (-0.5917, 1.3986, 1.9874)  -0.89
H (-0.1972, 0.3097, 2.6707)  -0.08
C (1.5374, -0.6291, -1.6988)  -1.22
C (0.0612, -0.4407, -1.4864)  0.00
N (-0.5111, -1.6305, -0.8572)  -0.60
H (1.7712, -1.6402, -2.0343)  0.36
H (2.1263, -0.4700, -0.7919)  0.30
H (1.9534, 0.0669, -2.4325)  0.31
H (-0.5692, -0.2178, -2.3385)  0.30
H (-0.0901, 0.4031, -0.7918)  0.15
H (-1.5069, -1.6497, -0.7698)  0.17
H (-0.0070, -1.9352, -0.0440)  0.19

Atoms 1-6, force components in eV/Å:
S 0.03 -0.04 -0.04
H -0.01 0.01 -0.01
C 0.69 0.00 -0.58
C -0.95 0.35 1.90
N 0.71 -0.91 -1.17
H -0.12 -0.10 -0.18

***

Entry 2:
ORCA calculation (wB97M-V/def2-TZVPD) on a 2-piece molecular cluster, C2H8NS overall.

Results
Lowest unoccupied orbital energy = 4.23 eV
Charge = -1
HOMO = -2.76 eV
Energy = -14528.6850 eV
Largest force on an atom = 4.6 eV Å⁻¹
Energy relative to the best compared isomer or geometry (same formula, charge and spin) = 135.9 kJ/mol

Last column: Mulliken charge in e.
Element x y z (Å)
S (-1.2299, 0.1445, 2.6164)  -0.81
H (-1.3422, 0.9088, 1.3129)  -0.14
C (1.1089, -0.2822, 0.1892)  -0.82
C (-0.1498, -0.6047, -0.6551)  -0.60
N (-0.5935, 0.6575, -1.3366)  -0.67
H (2.0501, -0.5113, -0.2684)  0.37
H (1.0198, -1.2111, 0.8379)  0.24
H (0.9283, 0.6085, 0.7496)  0.29
H (-0.8494, -0.6860, 0.1951)  0.22
H (-0.1534, -1.3722, -1.3945)  0.34
H (0.2860, 1.1136, -1.6976)  0.23
H (-1.0750, 1.2347, -0.5490)  0.35

Atoms 1-6, force components in eV/Å:
S -0.38 1.48 -2.23
H 0.08 -1.27 2.59
C -1.04 -4.49 -0.08
C -0.21 3.58 1.25
N -0.19 0.83 0.67
H 0.80 0.95 -0.74

***

Entry 3:
ORCA calculation (wB97M-V/def2-TZVPD) on a 2-piece molecular cluster, C2H8NS overall.

Results
Lowest unoccupied orbital energy = 3.70 eV
Charge = -1
HOMO = -2.61 eV
Energy = -14529.8938 eV
Largest force on an atom = 1.0 eV Å⁻¹
Energy relative to the best compared isomer or geometry (same formula, charge and spin) = 19.3 kJ/mol

Last column: Mulliken charge in e.
Element x y z (Å)
S (1.8305, 2.5908, 2.2294)  -0.89
H (2.3520, 1.4744, 2.7662)  -0.06
C (-0.2016, -1.2031, -1.2070)  -1.11
C (-0.8153, -0.5135, -0.0016)  -0.23
N (-0.7436, 0.9669, -0.0701)  -0.62
H (0.8161, -0.8367, -1.3586)  0.33
H (-0.0880, -2.2699, -1.0214)  0.34
H (-0.7513, -0.9456, -2.1069)  0.29
H (-1.8576, -0.8271, 0.1085)  0.22
H (-0.2891, -0.8467, 0.8922)  0.26
H (-0.0760, 1.2378, 0.6581)  0.22
H (-0.1762, 1.1726, -0.8886)  0.24

Atoms 1-6, force components in eV/Å:
S -0.08 -0.16 -0.10
H 0.02 0.01 0.00
C 0.53 0.37 0.33
C -0.01 0.33 0.16
N 0.69 -0.66 -0.08
H 0.07 0.11 0.07

***

Entry 4:
ORCA calculation (wB97M-V/def2-TZVPD) on a 2-piece molecular cluster, C2H8NS overall.

Results
Lowest unoccupied orbital energy (alpha / beta) = 0.85 / -2.72 eV
Spin multiplicity = 2
Charge = 0
HOMO (alpha / beta) = -8.65 / -8.65 eV
Energy = -14526.4999 eV
Largest force on an atom = 2.1 eV Å⁻¹
Energy relative to the best compared isomer or geometry (same formula, charge and spin) = 120.1 kJ/mol

Last column: Mulliken charge in e.
Element x y z (Å)
S (2.5350, 0.6001, -2.4654)  -0.16
H (3.5280, 1.4544, -2.2517)  0.16
C (0.2363, -0.2018, 1.3665)  -0.85
N (-0.3000, -0.7785, 0.1298)  -0.40
C (-1.6544, -0.2498, -0.1785)  -0.82
H (0.2925, 0.8828, 1.2105)  0.36
H (1.3178, -0.3665, 1.4809)  0.31
H (-0.2945, -0.6364, 2.2049)  0.28
H (0.2335, -0.5552, -0.6956)  0.26
H (-1.6251, 0.3474, -1.1028)  0.31
H (-2.3198, -1.1058, -0.1391)  0.26
H (-1.9493, 0.6093, 0.4406)  0.29

Atoms 1-6, force components in eV/Å:
S -0.32 -0.28 -0.08
H 0.29 0.27 0.09
C 1.34 0.38 -1.64
N -0.67 0.15 -0.11
C 0.95 0.69 0.07
H -0.90 0.30 1.03

***

Entry 5:
ORCA calculation (wB97M-V/def2-TZVPD) on an isolated ion of composition C2H8NS and charge +1.

Results
Lowest unoccupied orbital energy = -4.02 eV
Charge = +1
SMILES = [NH3+]CCS
HOMO = -13.22 eV
Energy = -14521.8788 eV
Largest force on an atom = 1.8 eV Å⁻¹
Energy relative to the best compared isomer or geometry (same formula, charge and spin) = 28.4 kJ/mol

Last column: Mulliken charge in e.
Element x y z (Å)
C (0.1442, 0.3975, 0.5106)  -0.37
C (-0.6841, -0.0889, -0.6918)  -0.81
S (-2.4501, -0.3748, -0.3479)  -0.14
N (1.4562, -0.3364, 0.5406)  -0.35
H (-0.4583, 0.2755, 1.4374)  0.40
H (0.2959, 1.4530, 0.3838)  0.31
H (-0.2423, -1.0635, -1.0251)  0.29
H (-0.6042, 0.5742, -1.5365)  0.41
H (-2.8142, 0.7937, -0.9071)  0.17
H (2.0583, 0.0702, 1.2629)  0.36
H (1.9136, -0.3583, -0.3724)  0.35
H (1.3851, -1.3422, 0.7457)  0.36

Atoms 1-6, force components in eV/Å:
C -1.79 -0.25 -0.31
C 0.41 -1.50 0.06
S 0.33 0.45 -0.21
N 0.12 -0.30 0.58
H 0.93 -0.33 -0.38
H 0.70 0.44 0.18

***

Entry 6:
ORCA calculation (wB97M-V/def2-TZVPD) on an isolated ion of composition C2H8NS and charge +1.

Results
Lowest unoccupied orbital energy = -4.07 eV
Charge = +1
SMILES = [NH3+]CCS
HOMO = -13.14 eV
Energy = -14521.9989 eV
Largest force on an atom = 1.4 eV Å⁻¹
Energy relative to the best compared isomer or geometry (same formula, charge and spin) = 16.8 kJ/mol

Last column: Mulliken charge in e.
Element x y z (Å)
C (0.5156, -0.3566, -0.1549)  -0.79
C (-0.2852, 0.6069, 0.6748)  -0.57
S (0.8199, 1.0925, 2.0186)  -0.19
N (-0.2207, -0.8917, -1.3451)  -0.27
H (1.4718, 0.0735, -0.4558)  0.39
H (0.8077, -1.2067, 0.4497)  0.38
H (-0.6395, 1.4531, 0.0970)  0.41
H (-1.1935, 0.1457, 1.0710)  0.39
H (0.1053, 2.1252, 2.4833)  0.17
H (-0.2468, -0.2298, -2.1234)  0.37
H (0.0799, -1.8243, -1.6261)  0.35
H (-1.2146, -0.9878, -1.0891)  0.37

Atoms 1-6, force components in eV/Å:
C 1.02 -0.25 0.44
C -0.75 0.13 0.03
S 0.19 0.12 0.20
N -1.29 0.33 0.32
H -0.24 0.15 -0.44
H -0.20 -0.35 0.11

***

Entry 7:
ORCA calculation (wB97M-V/def2-TZVPD) on an isolated ion of composition C2H8NS2 and charge +1.

Results
Lowest unoccupied orbital energy = -4.01 eV
Charge = +1
SMILES = [NH3+]CCSS
HOMO = -12.92 eV
Energy = -25357.3927 eV
Largest force on an atom = 1.6 eV Å⁻¹
Energy relative to the best compared isomer or geometry (same formula, charge and spin) = 13.8 kJ/mol

Last column: Mulliken charge in e.
Element x y z (Å)
N (2.0280, 2.1725, -1.0517)  -0.29
C (1.1757, 1.5121, 0.0082)  -0.60
C (0.4065, 0.3415, -0.5695)  -0.73
S (-0.9032, -0.0828, 0.6215)  -0.05
S (-1.1826, -2.0804, 0.2978)  -0.18
H (2.2320, 1.4829, -1.7772)  0.36
H (1.4993, 2.9272, -1.5040)  0.36
H (2.9113, 2.5333, -0.6929)  0.36
H (1.8776, 1.1312, 0.7542)  0.31
H (0.5618, 2.2094, 0.5629)  0.42
H (1.0599, -0.4997, -0.7682)  0.47
H (-0.0516, 0.5895, -1.5293)  0.40
H (-0.3488, -2.5379, 1.2454)  0.19

Atoms 1-6, force components in eV/Å:
N -0.73 0.23 -0.25
C 0.77 -1.03 0.92
C -0.33 0.28 -0.46
S 0.06 -0.17 0.06
S -0.04 0.03 -0.03
H 0.16 0.01 -0.03

***

Entry 8:
ORCA calculation (wB97M-V/def2-TZVPD) on a 2-piece molecular cluster, C2H8O overall.

Results
Lowest unoccupied orbital energy (alpha / beta) = -4.73 / -11.09 eV
Spin multiplicity = 2
Charge = +1
HOMO (alpha / beta) = -14.60 / -14.60 eV
Energy = -4239.3618 eV
Largest force on an atom = 2.0 eV Å⁻¹
Energy relative to the best compared isomer or geometry (same formula, charge and spin) = 48.1 kJ/mol

Last column: Mulliken charge in e.
Element x y z (Å)
C (0.6289, -1.0063, 4.2355)  -0.93
H (1.0890, -0.4352, 3.4331)  0.21
H (0.3023, -2.0168, 3.9547)  0.24
H (1.1444, -1.1631, 5.1801)  0.23
H (-0.3335, -0.5062, 4.3338)  0.25
C (-0.5575, 0.7818, -3.8877)  -0.34
O (-0.0333, 1.4504, -2.7523)  -0.07
H (-1.5167, 1.3555, -3.9540)  0.33
H (-0.8983, -0.2714, -3.8943)  0.34
H (0.1965, 0.9998, -4.6569)  0.30
H (-0.0218, 0.8116, -1.9920)  0.45

Atoms 1-6, force components in eV/Å:
C -1.48 -0.68 -0.24
H 0.76 -0.46 0.19
H 0.49 0.18 -0.54
H 0.23 0.74 -0.16
H -0.01 0.22 0.75
C 0.10 0.17 0.29